No. 1
Entry from the OMol25 dataset: a molecular structure, C29H43N4O5PPdS at a distorted geometry (ωB97M-V with the def2-TZVPD basis set).

Positions of all 84 atoms, in Å:
Pd (-0.558, -0.262, 0.111)
C (-2.535, -4.660, -6.513)
C (-2.243, -4.259, -5.100)
C (-1.680, -5.162, -4.204)
C (-1.384, -4.781, -2.906)
C (-1.657, -3.488, -2.496)
C (-2.247, -2.590, -3.364)
C (-2.542, -2.972, -4.659)
S (-1.074, -2.888, -0.907)
O (-0.382, -3.958, -0.256)
O (-2.173, -2.241, -0.206)
N (-0.122, -1.653, -1.360)
C (1.228, -1.742, -1.407)
C (1.931, -2.864, -1.871)
C (3.302, -2.781, -1.962)
C (3.941, -1.603, -1.584)
C (3.171, -0.563, -1.099)
N (1.849, -0.614, -1.016)
H (-1.853, -5.439, -6.845)
H (-2.449, -3.805, -7.179)
H (-3.552, -5.044, -6.590)
H (-1.462, -6.170, -4.531)
H (-0.934, -5.461, -2.200)
H (-2.458, -1.594, -3.015)
H (-2.996, -2.267, -5.341)
H (1.378, -3.754, -2.122)
H (3.878, -3.619, -2.322)
H (5.012, -1.497, -1.663)
H (3.631, 0.359, -0.767)
C (-2.790, 4.262, -1.427)
C (-2.174, 3.466, -0.283)
C (-3.215, 3.202, 0.800)
P (-1.298, 1.871, -0.760)
C (-2.154, 1.056, -2.227)
C (-3.472, 0.483, -1.696)
C (-2.362, 1.779, -3.554)
C (0.393, 2.399, -1.377)
C (0.512, 3.691, -2.179)
C (1.288, 2.472, -0.134)
H (-3.012, 5.269, -1.078)
H (-3.727, 3.812, -1.747)
H (-2.127, 4.342, -2.281)
H (-1.370, 4.050, 0.178)
H (-4.028, 2.579, 0.437)
H (-3.637, 4.147, 1.141)
H (-2.748, 2.711, 1.648)
H (-1.457, 0.222, -2.415)
H (-4.142, 1.282, -1.382)
H (-3.283, -0.179, -0.842)
H (-3.986, -0.086, -2.470)
H (-3.150, 2.523, -3.494)
H (-2.658, 1.041, -4.300)
H (-1.447, 2.248, -3.904)
H (0.732, 1.554, -1.996)
H (0.186, 4.550, -1.598)
H (-0.054, 3.652, -3.106)
H (1.559, 3.844, -2.439)
H (0.895, 3.196, 0.578)
H (2.299, 2.765, -0.410)
H (1.322, 1.493, 0.358)
C (2.696, -0.912, 4.132)
C (1.522, -1.808, 4.516)
C (0.166, -1.155, 4.192)
C (-0.992, -2.129, 4.537)
C (-2.346, -1.611, 4.064)
C (-0.011, 0.080, 5.057)
O (0.169, 0.075, 6.252)
N (-0.421, 1.213, 4.408)
C (-0.544, 1.390, 3.023)
O (-0.809, 2.492, 2.580)
N (-0.334, 0.315, 2.252)
C (0.084, -0.877, 2.705)
O (0.384, -1.738, 1.873)
H (3.632, -1.411, 4.377)
H (2.658, 0.032, 4.673)
H (2.686, -0.704, 3.063)
H (1.554, -2.017, 5.586)
H (1.586, -2.747, 3.963)
H (-1.003, -2.272, 5.621)
H (-0.779, -3.087, 4.059)
H (-2.560, -0.634, 4.498)
H (-3.134, -2.298, 4.369)
H (-2.370, -1.526, 2.976)
H (-0.568, 2.043, 4.975)

Values from the calculation:
DFT total energy in hartree: -2593.5441
Relative energy (zero: lowest compared OMol25 entry of this formula, charge and spin) in kcal/mol: 20.50
Net charge: 0
<S²>: 2.007
Multiplicity: 3
Gap between HOMO and LUMO (alpha / beta) in eV: 8.611 / 6.826
Strongest force on any atom in hartree/bohr: 0.03304

No. 2
Entry from the OMol25 dataset: a molecular structure, C29H44BrN3P2SZr at a distorted geometry (ωB97M-V with the def2-TZVPD basis set).

Positions of all 81 atoms, in Å:
C (2.652, 4.167, -0.447)
C (1.515, 3.533, -0.986)
C (1.443, 3.319, -2.381)
C (2.400, 3.962, -3.172)
N (3.422, 4.647, -2.650)
C (3.537, 4.769, -1.329)
C (0.523, 3.153, -0.043)
C (-0.364, 2.759, 0.766)
C (-1.685, 2.525, 1.300)
C (-1.995, 1.417, 2.168)
C (-3.141, 0.610, 1.763)
C (-3.824, 1.104, 0.611)
C (-3.906, 2.517, 0.437)
C (-2.780, 3.259, 0.773)
Zr (-1.475, -0.113, 0.621)
P (1.371, -0.428, 0.106)
H (0.674, 2.687, -2.843)
H (2.799, 4.215, 0.624)
H (2.327, 3.913, -4.260)
H (4.360, 5.366, -0.931)
H (-2.674, 4.325, 0.547)
H (-1.594, 1.308, 3.168)
H (-4.801, 3.006, 0.036)
H (-3.286, -0.423, 2.124)
C (2.063, -2.111, 0.378)
C (3.264, -2.586, -0.452)
H (1.235, -2.821, 0.234)
H (2.320, -2.159, 1.445)
H (3.496, -3.620, -0.163)
H (3.066, -2.599, -1.533)
H (4.183, -2.006, -0.273)
C (1.716, -0.100, -1.661)
C (3.119, 0.337, -2.080)
H (0.993, 0.671, -1.973)
H (1.445, -1.015, -2.206)
H (3.113, 0.518, -3.165)
H (3.423, 1.284, -1.613)
H (3.892, -0.423, -1.894)
C (2.556, 0.611, 1.054)
C (4.056, 0.273, 1.084)
H (2.190, 0.615, 2.092)
H (2.396, 1.626, 0.669)
H (4.567, 1.036, 1.686)
H (4.276, -0.694, 1.559)
H (4.537, 0.291, 0.097)
Br (-5.170, -0.064, -0.197)
P (-1.990, -1.686, -1.500)
C (-0.798, -2.484, -2.579)
C (-1.218, -3.824, -3.182)
H (0.105, -2.624, -1.958)
H (-0.523, -1.773, -3.375)
H (-0.403, -4.205, -3.811)
H (-1.407, -4.572, -2.404)
H (-2.111, -3.740, -3.815)
C (-3.037, -2.909, -0.620)
C (-4.385, -3.199, -1.289)
H (-3.220, -2.532, 0.409)
H (-2.443, -3.834, -0.510)
H (-4.923, -3.955, -0.696)
H (-5.011, -2.295, -1.288)
H (-4.277, -3.564, -2.322)
C (-2.969, -0.476, -2.446)
C (-3.306, -0.891, -3.871)
H (-2.455, 0.504, -2.415)
H (-3.922, -0.294, -1.915)
H (-3.845, -0.065, -4.365)
H (-2.381, -1.085, -4.426)
H (-3.955, -1.782, -3.898)
C (0.408, -1.817, 5.555)
N (0.480, -0.475, 5.032)
C (0.747, 0.664, 5.785)
C (0.754, 1.722, 4.943)
N (0.531, 1.222, 3.665)
C (0.304, -0.138, 3.735)
S (-0.436, -1.239, 2.593)
H (-0.616, -2.201, 5.561)
H (1.030, -2.477, 4.946)
H (0.795, -1.775, 6.567)
H (0.927, 0.580, 6.830)
H (0.788, 2.780, 5.170)
H (0.528, 1.778, 2.800)

Values from the calculation:
DFT total energy in hartree: -4995.9806
Net charge: +4
Gap between HOMO and LUMO in eV: 4.779
Strongest force on any atom in hartree/bohr: 0.12452

No. 3
Entry from the OMol25 dataset: a molecular structure, C29H44IrN3O7PS8Te at a distorted geometry (ωB97M-V with the def2-TZVPD basis set).

Positions of all 94 atoms, in Å:
Ir (1.054, 0.277, 0.271)
C (-0.914, -4.984, 0.373)
C (-0.235, -3.794, 0.998)
C (0.999, -3.410, 0.553)
C (1.801, -2.318, 0.932)
C (1.515, -1.245, 1.803)
C (0.540, -1.149, 2.936)
C (-0.916, -3.311, 2.214)
S (2.954, -0.220, 2.209)
O (2.491, 0.690, 3.252)
O (4.073, -1.055, 2.611)
N (3.219, 0.655, 0.899)
C (4.273, 0.234, 0.007)
C (3.784, -0.492, -1.263)
O (4.616, -0.979, -2.033)
O (2.525, -0.530, -1.419)
H (-0.359, -5.334, -0.498)
H (-1.931, -4.733, 0.056)
H (-0.987, -5.814, 1.086)
H (1.424, -4.010, -0.249)
H (2.759, -2.258, 0.432)
H (1.111, -1.088, 3.867)
H (-1.981, -3.527, 2.222)
H (4.981, -0.418, 0.526)
H (4.819, 1.113, -0.356)
C (-3.356, 2.293, 4.892)
S (-1.702, 2.769, 5.492)
C (-1.533, 4.364, 4.769)
C (-1.383, 4.637, 3.443)
S (-1.341, 3.561, 2.103)
S (-1.261, 6.360, 3.070)
C (-1.781, 6.953, 4.641)
S (-1.800, 8.588, 5.009)
S (-1.523, 5.728, 5.882)
H (-3.787, 1.632, 5.641)
H (-3.245, 1.763, 3.944)
H (-3.959, 3.191, 4.775)
Te (-0.092, 0.955, 2.580)
C (-0.511, -2.195, 3.126)
C (-0.191, -3.621, 3.547)
C (-0.968, -4.039, 4.717)
C (-1.851, -3.130, 5.135)
S (-1.854, -1.628, 4.232)
H (0.821, -3.994, 3.435)
H (-0.795, -4.993, 5.198)
H (-2.545, -3.228, 5.956)
C (-1.959, 0.379, 1.937)
H (-2.567, 1.111, 1.419)
H (-2.121, -0.647, 1.631)
C (-2.161, 2.442, -2.392)
C (-1.414, 3.151, -1.271)
O (-0.015, 3.230, -1.527)
P (0.969, 1.935, -1.365)
O (2.344, 2.768, -1.437)
C (2.649, 3.619, -0.324)
C (2.650, 5.068, -0.774)
O (0.954, 1.302, -2.844)
C (1.463, 1.975, -3.987)
C (0.722, 1.457, -5.206)
H (-3.233, 2.595, -2.265)
H (-1.943, 1.373, -2.369)
H (-1.856, 2.845, -3.360)
H (-1.597, 2.644, -0.322)
H (-1.749, 4.186, -1.180)
H (3.626, 3.321, 0.058)
H (1.915, 3.476, 0.474)
H (3.409, 5.230, -1.541)
H (2.851, 5.720, 0.077)
H (1.674, 5.318, -1.188)
H (2.532, 1.763, -4.069)
H (1.329, 3.055, -3.879)
H (0.806, 0.372, -5.247)
H (1.146, 1.886, -6.115)
H (-0.335, 1.714, -5.145)
C (-3.635, -2.087, -3.181)
C (-2.864, -3.019, -2.247)
N (-1.434, -2.997, -2.479)
C (-0.615, -2.020, -1.995)
S (-1.198, -0.880, -0.896)
N (0.650, -2.020, -2.399)
C (1.315, -3.078, -3.124)
C (1.267, -2.861, -4.638)
H (-4.703, -2.138, -2.967)
H (-3.475, -2.362, -4.226)
H (-3.293, -1.065, -3.028)
H (-3.204, -4.050, -2.375)
H (-3.033, -2.711, -1.216)
H (-1.120, -3.469, -3.312)
H (1.279, -1.291, -2.032)
H (0.875, -4.045, -2.857)
H (2.357, -3.064, -2.799)
H (0.239, -2.822, -5.004)
H (1.797, -3.661, -5.157)
H (1.750, -1.915, -4.878)

Values from the calculation:
DFT total energy in hartree: -5721.6034
Relative energy (zero: lowest compared OMol25 entry of this formula, charge and spin) in kcal/mol: 90.34
Net charge: -2
<S²>: 0.785
Multiplicity: 2
Gap between HOMO and LUMO (alpha / beta) in eV: 4.615 / 4.646
Strongest force on any atom in hartree/bohr: 0.04821

No. 4
Entry from the OMol25 dataset: a molecular structure, C29H44N4OSSbZr at a distorted geometry (ωB97M-V with the def2-TZVPD basis set).

Positions of all 81 atoms, in Å:
Zr (0.418, 0.065, 0.446)
C (3.199, -4.366, -0.090)
C (1.858, -3.988, 0.539)
C (0.698, -4.318, -0.408)
C (1.818, -2.557, 1.034)
C (2.706, -1.569, 0.585)
C (2.860, -0.357, 1.275)
C (2.120, -0.087, 2.446)
C (2.574, 0.966, 3.412)
C (1.107, -1.003, 2.790)
C (0.973, -2.216, 2.102)
H (3.226, -5.441, -0.259)
H (4.035, -4.117, 0.565)
H (3.349, -3.886, -1.060)
H (1.727, -4.606, 1.432)
H (0.746, -3.713, -1.313)
H (-0.274, -4.177, 0.070)
H (0.768, -5.364, -0.705)
H (3.409, -1.801, -0.203)
H (3.696, 0.284, 1.024)
H (3.257, 0.485, 4.118)
H (1.758, 1.386, 3.998)
H (3.135, 1.765, 2.930)
H (0.563, -0.864, 3.719)
H (0.309, -2.971, 2.508)
N (-3.441, 3.684, 2.522)
C (-2.926, 2.946, 1.546)
C (-1.879, 2.004, 1.773)
N (-1.406, 1.266, 0.782)
C (-1.937, 1.430, -0.450)
C (-2.911, 2.386, -0.673)
N (-3.398, 3.122, 0.303)
H (-3.131, 3.621, 3.477)
H (-4.155, 4.361, 2.297)
H (-1.444, 1.884, 2.756)
H (-1.554, 0.796, -1.243)
H (-3.317, 2.557, -1.664)
C (-0.394, -0.864, -5.258)
C (-0.148, -0.211, -3.902)
S (0.536, -1.453, -2.773)
O (0.510, -0.757, -1.360)
C (2.291, -1.429, -3.254)
C (3.006, -0.108, -3.016)
H (-0.875, -0.142, -5.917)
H (-1.051, -1.731, -5.178)
H (0.534, -1.172, -5.740)
H (-1.082, 0.115, -3.443)
H (0.542, 0.628, -3.961)
H (2.292, -1.709, -4.310)
H (2.746, -2.249, -2.697)
H (2.739, 0.650, -3.750)
H (4.079, -0.273, -3.111)
H (2.808, 0.286, -2.021)
C (1.219, 1.969, -0.439)
C (0.640, 3.199, 0.198)
C (0.915, 3.476, 1.543)
C (0.385, 4.584, 2.178)
C (-0.452, 5.445, 1.471)
C (-0.695, 5.215, 0.118)
C (-0.148, 4.107, -0.507)
C (-1.096, 6.525, 2.157)
N (-1.654, 7.337, 2.748)
H (2.303, 1.983, -0.271)
H (1.053, 2.011, -1.518)
H (1.601, 2.836, 2.086)
H (0.620, 4.795, 3.214)
H (-1.311, 5.910, -0.437)
H (-0.318, 3.962, -1.568)
C (-2.490, -3.386, 1.927)
Sb (-2.048, -1.820, 0.526)
C (-3.911, -0.792, 0.809)
C (-2.693, -2.799, -1.274)
H (-3.446, -3.812, 1.625)
H (-2.594, -2.961, 2.924)
H (-1.741, -4.175, 1.940)
H (-4.665, -1.555, 0.998)
H (-4.182, -0.242, -0.088)
H (-3.878, -0.116, 1.662)
H (-3.691, -3.182, -1.068)
H (-2.041, -3.624, -1.553)
H (-2.751, -2.079, -2.090)

Values from the calculation:
DFT total energy in hartree: -2110.2528
Relative energy (zero: lowest compared OMol25 entry of this formula, charge and spin) in kcal/mol: 8.29
Net charge: +3
Gap between HOMO and LUMO in eV: 6.159
Strongest force on any atom in hartree/bohr: 0.02748

No. 5
Entry from the OMol25 dataset: a single C29H44O6S molecule at a distorted geometry (ωB97M-V with the def2-TZVPD basis set).

Positions of all 80 atoms, in Å:
C (5.356, -4.832, -3.167)
C (3.742, -5.051, -2.786)
O (3.010, -3.778, -2.861)
C (1.622, -3.900, -2.381)
C (1.542, -4.074, -0.751)
C (0.859, -2.817, 0.049)
C (1.701, -1.615, 0.293)
C (1.195, -0.260, 1.134)
O (2.173, 0.540, 1.563)
C (-0.412, -0.088, 1.384)
C (-1.058, 1.335, 1.874)
C (-0.248, 2.735, 2.128)
C (-0.536, 3.705, 0.838)
C (0.789, 4.415, 0.187)
C (1.613, 3.248, -0.641)
C (2.607, 3.935, -1.797)
C (4.157, 3.439, -1.412)
C (4.811, 4.563, -0.414)
C (5.256, 4.008, 1.063)
O (4.514, 2.828, 1.536)
C (4.178, 3.016, 2.984)
C (-2.707, 1.391, 2.144)
C (-3.730, 0.130, 1.913)
S (-5.551, 0.428, 2.293)
C (-5.862, -0.111, 4.060)
O (-6.531, -0.150, 1.245)
O (-5.739, 1.993, 2.264)
C (-3.085, -1.289, 1.371)
C (-4.134, -2.524, 1.098)
C (-4.291, -2.964, -0.473)
C (-4.164, -1.738, -1.555)
C (-3.920, -2.469, -3.040)
C (-5.566, -0.861, -1.743)
C (-1.432, -1.389, 1.135)
C (-0.713, -2.806, 0.620)
O (-1.310, -4.008, 0.664)
H (5.568, -3.734, -3.563)
H (5.709, -5.582, -4.016)
H (6.036, -5.061, -2.214)
H (3.760, -5.531, -1.696)
H (3.358, -5.888, -3.511)
H (0.939, -3.016, -2.731)
H (1.200, -4.919, -2.839)
H (2.672, -4.135, -0.372)
H (1.052, -5.100, -0.403)
H (2.822, -1.629, -0.111)
H (0.876, 2.623, 2.429)
H (-0.780, 3.261, 3.059)
H (-1.260, 4.584, 1.195)
H (-1.186, 3.080, 0.061)
H (0.425, 5.193, -0.641)
H (1.424, 4.975, 0.994)
H (0.907, 2.433, -1.138)
H (2.311, 2.719, 0.135)
H (2.348, 3.398, -2.829)
H (2.500, 5.099, -1.849)
H (4.187, 2.337, -1.007)
H (4.747, 3.436, -2.433)
H (5.776, 4.983, -0.972)
H (4.060, 5.466, -0.304)
H (5.005, 4.883, 1.835)
H (6.429, 3.854, 1.153)
H (3.353, 3.838, 3.150)
H (3.735, 2.012, 3.444)
H (5.133, 3.320, 3.598)
H (-3.177, 2.428, 2.501)
H (-5.374, 0.718, 4.767)
H (-5.360, -1.140, 4.348)
H (-7.026, -0.089, 4.225)
H (-5.202, -2.369, 1.588)
H (-3.676, -3.472, 1.662)
H (-5.397, -3.396, -0.589)
H (-3.575, -3.824, -0.819)
H (-3.240, -1.034, -1.404)
H (-3.591, -1.636, -3.797)
H (-2.990, -3.174, -2.881)
H (-4.896, -3.058, -3.378)
H (-5.529, 0.184, -1.190)
H (-6.522, -1.427, -1.377)
H (-5.683, -0.594, -2.901)

Values from the calculation:
DFT total energy in hartree: -1980.2045
SMILES string: CCOCCC1=CC(=O)c2c(CCCCCCCCOC)cc(S(C)(=O)=O)c(CCC(C)C)c2C1=O
Net charge: 0
Gap between HOMO and LUMO in eV: 6.955
Strongest force on any atom in hartree/bohr: 0.15338